72
Properties=species:S:1:pos:R:3 method="wB97M-V/def2-TZVPD" s_squared=6.05 homo_energy_ev="-2.73 / -2.82" e_above_lowest_kcal_mol=1.35 total_charge=-1 max_force_ev_per_a=2.5 molar_mass_g_mol=781.6 lumo_energy_ev="2.74 / 2.71" spin_multiplicity=5
Fe 0.690 -0.387 0.580
C -1.877 2.608 3.344
Sb -0.627 1.143 2.345
C -0.151 2.450 0.684
C 1.290 1.324 3.424
C 2.075 2.594 3.171
C 1.498 3.814 3.561
C 2.164 5.023 3.365
C 3.429 5.036 2.788
C 4.037 3.838 2.416
C 3.383 2.603 2.598
C 4.140 1.348 2.206
Sb 3.295 0.273 0.517
C 3.731 1.854 -0.894
C 5.113 -0.820 0.095
H -2.006 2.319 4.407
H -2.869 2.609 2.848
H -1.470 3.632 3.270
H 0.207 3.431 1.057
H -1.065 2.609 0.076
H 0.632 1.986 0.053
H 1.872 0.436 3.117
H 1.090 1.211 4.510
H 0.532 3.835 4.032
H 1.700 5.952 3.669
H 3.947 5.975 2.641
H 5.030 3.880 1.984
H 4.237 0.675 3.082
H 5.170 1.603 1.879
H 4.777 2.197 -0.761
H 3.040 2.704 -0.717
H 3.593 1.474 -1.927
H 5.976 -0.123 0.089
H 5.027 -1.306 -0.899
H 5.269 -1.594 0.874
C -0.129 -0.112 -1.309
Ge -1.495 -1.457 -1.637
C -2.228 -1.167 -3.398
C -2.809 0.070 -3.709
C -3.344 0.295 -4.981
C -3.300 -0.713 -5.948
C -2.721 -1.949 -5.642
C -2.185 -2.176 -4.371
C -0.675 -3.200 -1.525
C -1.138 -4.156 -0.609
C -0.531 -5.414 -0.542
C 0.539 -5.723 -1.387
C 1.003 -4.772 -2.301
C 0.398 -3.514 -2.370
C -2.869 -1.269 -0.294
C -4.202 -1.029 -0.657
C -5.184 -0.895 0.329
C -4.839 -0.999 1.680
C -3.512 -1.238 2.046
C -2.528 -1.373 1.061
H -0.585 0.897 -1.369
H -2.848 0.857 -2.967
H -3.793 1.252 -5.218
H -3.714 -0.538 -6.932
H -2.688 -2.730 -6.391
H -1.744 -3.138 -4.150
H -1.966 -3.935 0.049
H -0.891 -6.151 0.165
H 1.008 -6.697 -1.334
H 1.832 -5.011 -2.956
H 0.765 -2.784 -3.081
H -4.485 -0.949 -1.697
H -6.212 -0.711 0.046
H -5.601 -0.895 2.442
H -3.245 -1.319 3.091
H -1.502 -1.557 1.353
H 0.540 -2.006 1.027

=====

198
Properties=species:S:1:pos:R:3 method="wB97M-V/def2-TZVPD" s_squared=0.75 homo_energy_ev="0.82 / -5.72" e_above_lowest_kcal_mol=103.59 total_charge=-1 max_force_ev_per_a=3.1 molar_mass_g_mol=910.7 lumo_energy_ev="2.19 / 2.14" spin_multiplicity=2
C 2.052 3.475 1.295
C 2.161 4.868 0.657
N 3.360 5.144 -0.116
C 3.677 4.425 -1.379
C 4.263 3.055 -1.149
C 3.321 6.599 -0.372
C 4.761 7.188 -0.354
H 1.782 2.769 0.510
H 1.253 3.490 2.036
H 2.940 3.214 1.870
H 1.210 5.049 0.156
H 2.190 5.525 1.526
H 2.797 4.300 -2.010
H 4.339 4.926 -2.085
H 4.098 2.473 -2.056
H 5.349 3.135 -1.097
H 3.784 2.496 -0.345
H 2.707 7.150 0.341
H 2.740 6.855 -1.258
H 4.703 8.266 -0.208
H 5.314 6.955 -1.264
H 5.322 6.661 0.418
C 0.770 0.222 2.804
C 0.938 -1.184 2.137
N 0.149 -1.206 0.910
C 0.422 -2.332 0.060
C 1.910 -2.506 -0.259
C -1.245 -0.887 1.097
C -2.164 -1.028 -0.073
H 1.542 0.237 3.574
H -0.143 0.295 3.394
H 0.793 1.132 2.205
H 1.974 -1.447 1.924
H 0.623 -1.999 2.789
H 0.179 -3.252 0.592
H -0.107 -2.447 -0.886
H 2.109 -2.894 -1.258
H 2.392 -1.559 -0.502
H 2.448 -3.017 0.539
H -1.469 0.104 1.492
H -1.642 -1.531 1.881
H -1.714 -0.577 -0.957
H -3.182 -0.643 -0.027
H -2.273 -2.112 -0.108
C -0.096 -1.719 -6.339
C -0.810 -0.340 -6.041
N -1.910 -0.298 -5.058
C -2.415 1.063 -4.896
C -1.458 1.816 -3.962
C -2.973 -1.276 -5.382
C -3.767 -1.490 -4.071
H 0.847 -1.543 -6.856
H -0.699 -2.423 -6.912
H 0.197 -2.317 -5.476
H -0.067 0.417 -5.788
H -1.284 -0.011 -6.966
H -2.462 1.653 -5.811
H -3.409 1.131 -4.454
H -1.019 2.744 -4.326
H -2.206 2.082 -3.215
H -0.743 1.274 -3.343
H -2.573 -2.284 -5.491
H -3.672 -0.965 -6.159
H -3.137 -1.797 -3.237
H -4.431 -2.320 -4.315
H -4.272 -0.682 -3.541
C 1.811 7.573 5.418
C 2.007 6.064 5.604
N 0.685 5.372 5.630
C 0.585 4.233 6.484
C 1.314 3.001 5.887
C -0.136 5.384 4.377
C -1.597 5.567 4.893
H 1.244 8.040 6.223
H 1.387 7.879 4.461
H 2.783 8.067 5.436
H 2.747 5.698 4.893
H 2.541 5.955 6.548
H -0.474 4.142 6.725
H 0.988 4.527 7.452
H 2.089 3.298 5.181
H 0.598 2.351 5.383
H 1.706 2.361 6.678
H 0.236 6.253 3.834
H -0.045 4.625 3.600
H -1.596 6.207 5.776
H -2.317 6.053 4.235
H -2.118 4.620 5.034
C 2.893 -4.759 -4.111
C 3.383 -3.739 -5.170
N 3.234 -4.113 -6.607
C 3.734 -5.479 -7.044
C 3.584 -5.854 -8.502
C 3.734 -3.044 -7.496
C 5.213 -2.668 -7.249
H 2.764 -4.269 -3.145
H 3.468 -5.683 -4.047
H 1.953 -5.241 -4.378
H 2.793 -2.831 -5.044
H 4.387 -3.397 -4.918
H 4.767 -5.579 -6.713
H 3.089 -6.159 -6.487
H 4.281 -5.284 -9.116
H 3.961 -6.876 -8.544
H 2.555 -5.791 -8.855
H 3.267 -2.069 -7.356
H 3.732 -3.357 -8.540
H 5.461 -1.800 -7.860
H 5.842 -3.502 -7.561
H 5.530 -2.277 -6.282
C -4.885 -4.250 -1.628
C -5.381 -5.318 -0.604
N -6.147 -6.416 -1.120
C -7.388 -6.034 -1.836
C -8.448 -7.184 -2.091
C -5.385 -7.339 -2.011
C -4.170 -8.102 -1.431
H -4.212 -3.564 -1.113
H -5.655 -3.560 -1.973
H -4.227 -4.491 -2.463
H -4.513 -5.798 -0.152
H -5.902 -4.695 0.124
H -7.865 -5.318 -1.167
H -7.065 -5.581 -2.773
H -9.327 -6.629 -2.418
H -8.257 -8.077 -2.686
H -8.771 -7.572 -1.124
H -5.163 -6.958 -3.008
H -5.996 -8.219 -2.208
H -4.408 -8.721 -0.566
H -3.303 -7.463 -1.268
H -3.813 -8.916 -2.062
C -1.994 3.935 1.344
C -2.488 3.853 -0.051
N -3.978 3.809 -0.008
C -4.695 4.298 -1.172
C -4.590 5.809 -1.434
C -4.474 2.523 0.375
C -5.882 2.578 0.976
H -2.350 3.123 1.978
H -2.253 4.871 1.839
H -0.907 3.870 1.392
H -2.088 4.746 -0.532
H -1.929 3.006 -0.449
H -4.394 3.697 -2.030
H -5.738 4.038 -0.996
H -4.700 6.462 -0.569
H -3.625 5.879 -1.937
H -5.458 6.015 -2.062
H -3.902 2.176 1.235
H -4.427 1.832 -0.466
H -6.054 3.453 1.603
H -5.902 1.786 1.723
H -6.734 2.594 0.296
C -4.719 -1.132 3.899
C -4.408 -2.610 3.587
N -3.055 -3.054 4.070
C -2.718 -4.432 3.659
C -2.449 -4.535 2.144
C -2.748 -2.762 5.444
C -3.786 -3.284 6.446
H -5.571 -0.845 3.282
H -3.927 -0.477 3.533
H -5.003 -0.990 4.941
H -5.268 -3.143 3.992
H -4.454 -2.736 2.505
H -3.674 -4.930 3.821
H -1.902 -4.916 4.195
H -3.240 -4.131 1.513
H -2.145 -5.563 1.945
H -1.550 -3.988 1.860
H -1.802 -3.158 5.813
H -2.846 -1.690 5.614
H -3.480 -3.014 7.456
H -4.799 -2.885 6.410
H -3.893 -4.369 6.465
C 5.201 1.386 3.551
C 6.069 1.618 2.309
N 7.425 1.405 2.770
C 8.414 0.686 1.897
C 7.978 -0.579 1.217
C 8.127 2.620 3.258
C 8.916 2.194 4.505
H 5.303 0.422 4.049
H 4.127 1.494 3.399
H 5.413 2.091 4.354
H 5.887 0.756 1.667
H 6.008 2.623 1.893
H 8.895 1.502 1.358
H 9.244 0.349 2.518
H 7.067 -0.456 0.632
H 8.740 -0.871 0.494
H 7.908 -1.341 1.993
H 7.459 3.430 3.552
H 8.671 3.116 2.454
H 9.767 1.544 4.304
H 8.262 1.783 5.274
H 9.273 3.121 4.956

=====

168
Properties=species:S:1:pos:R:3 method="wB97M-V/def2-TZVPD" homo_energy_ev=-8.38 e_above_lowest_kcal_mol=107.97 max_force_ev_per_a=3.0 molar_mass_g_mol=906.3 lumo_energy_ev=0.30 smiles=COCCNCCOC.COCCNCCOC.COCCNCCOC.COCCNCCOC.COCCNCCOC.CC(C)O.CC(C)O.CC(C)O.CC(C)O
C 8.742 8.199 -9.436
O 7.608 7.506 -8.921
C 7.918 6.603 -7.838
C 6.622 6.311 -7.043
N 6.880 5.612 -5.834
C 5.651 5.019 -5.232
C 6.164 4.242 -3.927
O 6.945 3.125 -4.288
C 6.197 2.051 -4.729
H 9.310 8.680 -8.640
H 8.523 8.971 -10.173
H 9.409 7.478 -9.908
H 8.622 7.004 -7.109
H 8.392 5.696 -8.213
H 5.938 5.762 -7.691
H 6.105 7.241 -6.808
H 7.481 4.829 -6.046
H 5.089 4.340 -5.873
H 4.965 5.828 -4.983
H 5.248 3.972 -3.401
H 6.754 4.935 -3.327
H 5.451 1.744 -3.997
H 6.855 1.194 -4.874
H 5.662 2.161 -5.672
C -10.989 -4.330 -5.565
O -11.120 -3.723 -4.284
C -11.944 -2.565 -4.194
C -11.603 -1.790 -2.873
N -10.111 -1.829 -2.514
C -9.685 -1.885 -1.138
C -8.195 -1.598 -1.024
O -7.599 -2.927 -1.196
C -6.208 -2.972 -1.182
H -11.798 -5.027 -5.783
H -10.093 -4.945 -5.649
H -10.815 -3.599 -6.355
H -13.025 -2.672 -4.281
H -11.598 -1.945 -5.021
H -12.156 -2.161 -2.009
H -11.933 -0.751 -2.888
H -9.755 -2.645 -2.992
H -10.009 -2.809 -0.658
H -10.185 -1.152 -0.506
H -7.875 -1.267 -0.036
H -7.803 -0.844 -1.706
H -5.910 -2.478 -0.257
H -5.738 -2.499 -2.045
H -5.745 -3.958 -1.231
C -3.997 0.601 7.575
O -5.036 -0.071 8.399
C -4.437 -0.933 9.357
C -5.455 -1.845 10.082
N -6.062 -1.022 11.107
C -7.343 -1.633 11.630
C -7.991 -0.851 12.706
O -8.460 0.407 12.219
C -8.957 1.269 13.191
H -4.431 1.338 6.901
H -3.267 0.001 7.031
H -3.423 1.201 8.281
H -3.840 -0.389 10.088
H -3.762 -1.638 8.871
H -4.945 -2.728 10.467
H -6.141 -2.235 9.331
H -6.200 -0.056 10.848
H -7.210 -2.626 12.060
H -8.090 -1.782 10.850
H -7.290 -0.728 13.532
H -8.895 -1.381 13.003
H -8.132 1.776 13.692
H -9.644 0.851 13.927
H -9.547 2.031 12.684
C -2.667 -9.931 -5.328
O -1.375 -9.329 -5.224
C -1.302 -8.113 -5.964
C 0.042 -7.481 -5.687
N 0.295 -7.136 -4.287
C -0.397 -5.943 -3.938
C -0.117 -5.618 -2.473
O -0.668 -6.596 -1.554
C -0.466 -6.298 -0.176
H -3.408 -9.251 -4.908
H -2.609 -10.823 -4.704
H -2.870 -10.274 -6.342
H -2.111 -7.426 -5.716
H -1.351 -8.504 -6.981
H 0.174 -6.643 -6.371
H 0.773 -8.240 -5.968
H -0.018 -7.925 -3.740
H -1.470 -6.100 -4.046
H -0.066 -5.125 -4.578
H -0.579 -4.667 -2.209
H 0.957 -5.455 -2.377
H -0.802 -7.068 0.519
H -1.109 -5.465 0.108
H 0.552 -5.992 0.062
C 7.172 2.633 6.238
O 7.977 2.598 5.027
C 7.125 2.704 3.871
C 7.967 2.387 2.567
N 8.505 1.031 2.589
C 9.487 0.741 1.547
C 10.844 1.286 2.033
O 11.160 0.982 3.416
C 12.323 1.630 3.847
H 7.887 2.822 7.040
H 6.688 1.677 6.435
H 6.469 3.465 6.265
H 6.732 3.721 3.897
H 6.287 2.008 3.886
H 8.749 3.122 2.379
H 7.282 2.576 1.741
H 9.024 0.969 3.453
H 9.219 1.194 0.593
H 9.567 -0.341 1.451
H 10.952 2.337 1.766
H 11.570 0.775 1.401
H 12.273 2.719 3.821
H 13.129 1.485 3.127
H 12.713 1.223 4.779
C -1.018 0.354 1.342
C 0.521 0.188 1.286
C 1.273 1.062 0.202
O 1.003 0.427 2.581
H -1.394 0.430 0.322
H -1.298 1.309 1.788
H -1.532 -0.471 1.835
H 0.767 -0.838 1.013
H 2.352 0.915 0.241
H 1.171 2.124 0.430
H 0.905 0.832 -0.797
H 1.939 0.215 2.613
C -0.600 3.216 -4.842
C -1.090 2.261 -5.846
C -0.486 2.494 -7.179
O -0.768 0.924 -5.369
H -0.862 2.960 -3.815
H -1.078 4.162 -5.099
H 0.479 3.368 -4.888
H -2.172 2.238 -5.977
H -0.675 1.605 -7.780
H 0.598 2.589 -7.241
H -1.009 3.304 -7.687
H -1.347 0.262 -5.754
C -2.713 5.620 0.384
C -3.878 6.168 1.189
C -4.539 7.365 0.512
O -4.807 5.135 1.532
H -2.176 6.500 0.031
H -3.019 5.099 -0.523
H -2.114 4.940 0.990
H -3.387 6.478 2.111
H -4.986 7.123 -0.452
H -3.752 8.101 0.347
H -5.324 7.762 1.155
H -5.293 5.522 2.265
C 5.224 -2.955 0.350
C 5.100 -3.136 1.855
C 6.323 -3.828 2.421
O 5.145 -1.874 2.422
H 6.171 -2.470 0.113
H 4.417 -2.283 0.057
H 5.239 -3.870 -0.241
H 4.169 -3.641 2.113
H 6.322 -4.884 2.151
H 6.273 -3.871 3.509
H 7.286 -3.417 2.120
H 6.047 -1.545 2.446

=====

41
Properties=species:S:1:pos:R:3 method="wB97M-V/def2-TZVPD" homo_energy_ev=-9.36 e_above_lowest_kcal_mol=119.46 max_force_ev_per_a=7.2 molar_mass_g_mol=233.3 lumo_energy_ev=0.07 smiles=CCCNCO.O.O.O.O.O.O.O.O
C -0.408 2.308 0.644
C -0.910 2.227 -0.865
C -0.184 1.072 -1.487
N -0.658 -0.199 -0.861
C 0.442 -1.078 -0.951
O 0.527 -1.483 -2.338
H -0.885 1.482 1.245
H -0.912 3.155 1.151
H 0.554 2.440 0.734
H -0.655 3.186 -1.153
H -2.088 2.148 -0.630
H -0.286 1.123 -2.653
H 0.752 1.383 -1.114
H -1.245 -0.060 0.004
H 1.446 -0.825 -0.572
H -0.043 -2.070 -0.721
H -0.407 -1.526 -2.731
O 3.677 -1.613 -0.250
H 3.413 -2.497 -0.344
H 3.691 -1.241 -1.244
O -1.900 -0.652 1.633
H -1.107 -0.757 2.197
H -2.588 -1.300 1.824
O 3.123 -1.507 -2.899
H 2.835 -2.334 -2.401
H 2.275 -1.252 -3.086
O 0.587 -0.283 2.789
H 0.125 0.304 3.514
H 1.264 0.235 2.348
O 2.659 0.850 1.267
H 3.410 0.315 0.920
H 3.288 1.638 1.442
O 0.160 -2.894 2.477
H 0.711 -2.442 3.142
H 0.454 -2.381 1.675
O -3.943 -0.597 -2.047
H -2.926 -0.770 -2.087
H -4.354 -1.090 -1.367
O -3.656 2.348 1.119
H -3.167 3.115 0.701
H -3.070 1.521 0.975